# 1
15
Properties=species:S:1:pos:R:3:forces:R:3 method="wB97M-V/def2-TZVPD" gap_ev=8.99 charge=+1 e_above_lowest_kj_mol=309.8
O 0.8031 0.1072 -0.9760 -1.6 1.1 0.0
O -0.7544 0.6032 -0.9726 2.5 -1.4 -3.2
O -0.9347 0.6522 1.2487 1.5 -0.9 3.3
O 0.2516 -1.7688 0.0904 0.0 0.3 0.3
C -1.2946 0.8462 0.1731 -1.9 1.7 -0.7
C 2.5937 -0.9739 0.1667 -1.9 -1.7 2.3
C -2.5658 1.6008 -0.2624 2.7 2.2 1.9
C 1.1122 -0.8843 -0.2781 1.5 -0.4 1.5
H -3.1316 1.0168 -0.8057 -3.5 -3.6 -2.0
H 3.0960 -0.0543 0.4291 -0.2 0.4 -0.6
H 0.5372 -2.2981 0.8756 -0.1 0.3 -0.8
H -2.9592 1.9689 0.6764 -0.3 0.1 -0.1
H 2.4894 -1.5521 1.1839 0.5 0.9 -1.9
H 3.1354 -1.5965 -0.5258 0.3 -0.1 -0.3
H -2.3782 2.3326 -1.0235 0.6 1.1 0.2


# 2
18
Properties=species:S:1:pos:R:3:forces:R:3 method="wB97M-V/def2-TZVPD" gap_ev=9.94 charge=0 smiles="CC[C@@H](C=O)NC" e_above_lowest_kj_mol=277.2
O -1.8937 0.3295 1.0498 -4.1 0.8 0.7
N 1.3876 -0.4608 0.6568 4.4 1.1 -0.8
C -0.8651 -0.1888 1.2457 2.5 1.0 0.0
C 0.1607 0.0578 0.1872 0.0 -1.0 0.6
C -1.3143 0.2726 -1.7546 -0.1 0.8 -3.9
C 2.5483 0.5392 0.2070 -2.2 -0.4 0.8
C -0.3953 -0.7010 -1.0319 0.9 0.8 -2.3
H 0.2988 1.1808 0.1222 -0.8 -1.2 -0.6
H -0.8544 -1.7276 -0.9005 0.3 1.3 0.6
H -0.5123 -0.6438 2.1826 -0.3 -0.6 0.2
H 0.4310 -0.9069 -1.7859 -0.5 0.3 1.1
H 3.5640 0.1168 0.1879 -0.6 0.0 0.3
H 1.6165 -1.2715 0.1224 0.0 -0.9 -0.1
H -2.3402 0.3095 -1.4183 0.0 0.3 0.4
H -0.8788 1.3258 -1.9302 -0.6 -1.5 1.1
H 2.4052 1.3128 0.9751 0.8 0.0 -0.4
H 2.3065 0.9956 -0.7817 0.2 -0.5 0.5
H -1.4059 0.0195 -2.8897 0.0 -0.2 1.8


# 3
58
Properties=species:S:1:pos:R:3:forces:R:3 method="wB97M-V/def2-TZVPD" gap_ev="5.89 / 5.77" charge=-2 multiplicity=2 e_above_lowest_kj_mol=14.7
Ir 0.0096 -0.3491 0.9193 0.4 0.1 -0.7
Sb -2.4362 -1.0927 0.5147 -0.2 0.5 -0.2
Br 2.5989 0.1326 1.2861 -0.1 -0.1 0.0
Se -2.6237 -3.5277 0.7459 0.0 -0.3 0.0
Se -4.2416 0.1113 1.5518 -0.1 0.0 0.1
Se -2.7368 -1.5439 -1.9339 0.0 -0.2 0.0
Se -0.4238 -0.7046 3.2556 0.0 0.1 0.4
O 1.7904 3.4537 -2.1124 0.0 0.0 -0.1
O -1.8318 1.6904 -0.9142 -0.1 -0.1 0.0
O -0.2991 1.6244 1.4283 -0.2 0.0 0.0
O -0.6352 1.1922 3.6089 0.1 0.0 -0.4
N 0.5646 -2.1467 0.1673 0.1 0.1 0.0
N 0.3501 1.3795 -1.6193 -0.1 -0.1 0.1
N 0.3716 0.1397 -1.0870 -0.1 -0.1 0.1
C 0.5229 5.5360 3.1107 0.0 0.1 0.0
C -1.8628 5.4554 3.1728 0.0 0.0 0.0
C -0.5430 3.6010 -1.5118 -0.1 -0.2 0.0
C 1.5382 -4.4283 -1.0498 0.0 0.1 -0.1
C 1.4668 -3.2381 -1.7527 0.0 -0.1 0.0
C -0.6941 6.1986 3.2318 0.0 0.0 0.0
C 0.5895 4.1631 2.9219 0.0 0.0 0.0
C 0.7978 5.5724 -1.9400 0.0 -0.1 0.0
C 0.9780 -2.1080 -1.1191 0.0 0.2 -0.1
C 0.8732 -0.8194 -1.7753 0.0 -0.2 0.2
C -1.5239 5.8139 -1.3480 0.0 0.0 0.0
C 0.6915 4.1793 -1.8558 0.0 0.1 0.0
C -0.6099 3.4459 2.8720 0.2 0.1 0.0
C 1.1087 -4.4598 0.2626 0.0 0.1 0.1
C -0.7542 2.1101 -1.3122 0.2 0.4 0.0
C 1.9149 3.4740 2.7533 0.0 0.0 0.0
C -0.7349 7.6958 3.3848 0.0 0.0 0.0
C -0.2974 6.3775 -1.6869 0.0 0.0 0.0
C -0.5201 1.9807 2.5938 -0.1 -0.2 0.4
C -3.1168 3.2884 2.8678 0.1 0.1 0.1
C -1.8440 4.0747 2.9901 -0.1 0.0 -0.1
C -1.6272 4.4350 -1.2652 0.0 0.0 0.1
C 0.6114 -3.3001 0.8330 0.0 -0.1 0.0
H 1.9144 -5.3244 -1.5274 0.0 0.0 0.0
H 1.7614 5.9938 -2.1986 0.0 0.0 0.0
H -0.0607 8.0317 4.1755 0.0 0.0 0.0
H 2.0277 3.0712 1.7459 0.0 0.0 0.0
H -3.2072 2.5441 3.6604 0.0 0.0 0.0
H 0.2314 -3.2820 1.8416 0.0 0.0 0.0
H 1.4480 6.1031 3.1455 0.0 0.0 0.0
H -1.7413 8.0390 3.6260 0.0 0.0 0.0
H -0.4262 8.1872 2.4591 0.0 0.0 0.0
H -3.1513 2.7198 1.9370 0.0 0.0 0.0
H 2.0176 2.6204 3.4266 0.0 0.0 0.0
H 2.7332 4.1678 2.9464 0.0 0.0 0.0
H 1.1177 -5.3707 0.8431 0.0 0.0 0.0
H 1.5126 2.4937 -2.0136 0.0 0.0 0.1
H 1.7768 -3.1662 -2.7860 0.0 0.0 0.0
H 1.1784 -0.6716 -2.8034 0.0 0.0 0.0
H -3.9860 3.9455 2.9033 0.0 0.0 0.0
H -0.1927 7.4554 -1.7512 0.0 0.0 0.0
H -2.8221 5.9573 3.2475 0.0 0.0 0.0
H -2.5553 3.9507 -0.9844 0.0 0.0 0.0
H -2.3816 6.4415 -1.1405 0.0 0.0 0.0


# 4
17
Properties=species:S:1:pos:R:3:forces:R:3 method="wB97M-V/def2-TZVPD" gap_ev=9.92 charge=0 smiles="CC1(C)NC1=O.C=O" e_above_lowest_kj_mol=371.5
O -3.8100 0.2985 0.5599 0.0 -0.7 -0.5
O -1.3130 -0.3913 -0.9092 -1.4 -0.5 -0.9
N -0.0321 0.5519 0.9268 0.2 0.6 -0.1
C 1.8575 -0.9568 0.6080 1.8 -1.5 -1.4
C 1.8221 1.2153 -0.7987 -3.2 2.0 1.0
C -3.7190 -0.6917 -0.1315 -1.6 2.1 -1.1
C -0.4376 -0.0484 -0.2039 3.7 1.4 1.5
C 1.1222 0.1360 0.0155 -5.0 0.4 -0.6
H 2.6719 -0.4277 0.9951 2.2 0.0 0.9
H 1.3368 1.3914 -1.7865 0.4 -0.3 0.6
H 2.1752 -1.7564 -0.0968 0.2 0.8 0.0
H 1.4624 -1.5246 1.3985 -1.4 -0.2 1.1
H -3.3357 -1.5960 0.2645 0.6 -1.3 0.3
H 1.6983 2.2551 -0.2380 0.8 -2.1 -1.0
H -4.1479 -0.7008 -1.2210 0.8 -0.1 1.5
H -0.1347 1.3817 1.5444 -0.4 -0.8 -0.9
H 2.7837 0.8639 -0.9272 2.3 0.0 -0.4